[1]
{"formula": "C19H37IrN11Si4Te", "method": "the ωB97M-V functional and the def2-TZVPD basis", "species": ["Ir", "C", "C", "C", "C", "C", "H", "H", "H", "H", "H", "N", "C", "N", "N", "N", "N", "C", "N", "N", "N", "N", "H", "C", "Si", "C", "C", "Si", "Te", "Si", "C", "C", "C", "Si", "C", "C", "C", "H", "H", "H", "H", "H", "H", "H", "H", "H", "H", "H", "H", "H", "H", "H", "H", "H", "H", "H", "H", "H", "H", "H", "H", "H", "H", "H", "N", "C", "C", "C", "N", "H", "H", "H", "H"], "xyz": [[0.3097, -0.2444, -0.4067], [2.1782, 0.5331, 0.7172], [1.2148, 1.1149, 1.6056], [0.3808, 0.0829, 2.0615], [0.8660, -1.1687, 1.5475], [2.0611, -0.8813, 0.8130], [2.9825, 1.0564, 0.2338], [1.0568, 2.1688, 1.7609], [-0.5199, 0.2081, 2.6424], [0.4998, -2.1511, 1.8000], [2.7557, -1.6078, 0.4394], [-3.0669, 0.4946, 0.2947], [-2.7652, -0.6688, -0.3812], [-3.6819, -1.5535, -0.7031], [-2.9928, -2.5398, -1.3078], [-1.7427, -2.2848, -1.3452], [-1.5453, -1.0736, -0.7674], [-2.2442, 1.5941, 0.2518], [-2.6153, 2.8373, 0.5129], [-1.4959, 3.5590, 0.3389], [-0.5070, 2.8105, 0.0093], [-0.9540, 1.5290, -0.0555], [-4.0492, 0.6710, 0.4314], [4.4786, -4.4511, -0.6737], [4.4321, -4.0092, -2.4996], [3.3323, -5.2271, -3.4155], [6.1829, -4.1784, -3.1651], [3.5324, -1.8439, -2.7731], [1.2644, -2.3746, -1.7585], [3.2362, -1.4190, -5.0719], [1.6529, -2.2312, -5.6647], [4.6590, -2.1591, -6.0564], [3.2135, 0.4246, -5.4420], [5.0018, -0.2514, -1.8691], [4.2785, 1.4844, -1.9699], [5.5543, -0.6145, -0.1091], [6.5413, -0.2579, -2.9476], [4.7519, -5.5020, -0.5535], [3.5086, -4.2995, -0.1984], [5.2198, -3.8536, -0.1413], [3.6449, -6.2506, -3.1968], [3.4060, -5.0801, -4.4948], [2.2811, -5.1350, -3.1381], [6.4976, -5.2217, -3.0797], [6.8904, -3.5774, -2.5920], [6.2672, -3.8891, -4.2123], [1.7452, -3.3182, -5.6260], [1.4475, -1.9481, -6.6998], [0.7944, -1.9613, -5.0550], [4.7026, -3.2435, -5.9464], [5.6254, -1.7510, -5.7568], [4.5189, -1.9411, -7.1180], [2.5491, 0.9782, -4.7821], [2.8869, 0.5941, -6.4709], [4.2188, 0.8427, -5.3429], [3.2983, 1.5595, -1.5039], [4.1569, 1.7875, -3.0122], [4.9450, 2.2029, -1.4868], [4.7467, -0.5956, 0.6206], [6.2917, 0.1326, 0.1947], [6.0322, -1.5926, -0.0464], [6.3040, -0.0340, -3.9888], [7.0538, -1.2195, -2.9220], [7.2393, 0.5043, -2.5946], [0.4813, 1.9469, -2.5113], [-0.0412, 2.3426, -3.6793], [-0.5840, 1.2322, -4.2917], [-0.3729, 0.1874, -3.3917], [0.2691, 0.6355, -2.3136], [0.7090, 2.5369, -1.7163], [0.0174, 3.3719, -3.9871], [-1.0581, 1.1817, -5.2543], [-0.6395, -0.8531, -3.4525]], "forces_ev_per_angstrom": [[0.20, 0.27, 0.08], [-0.13, -0.04, 0.18], [-0.02, -0.26, 0.09], [0.18, -0.22, -0.21], [-0.10, 0.26, 0.02], [-0.11, 0.17, 0.05], [0.02, 0.00, 0.12], [0.00, -0.02, -0.02], [-0.01, 0.00, -0.01], [-0.01, 0.01, -0.04], [0.06, -0.03, -0.04], [0.16, 0.07, 0.09], [0.09, 0.09, 0.04], [0.20, -0.02, -0.11], [-0.19, -0.38, -0.03], [-0.08, 0.13, -0.07], [-0.03, 0.20, 0.20], [0.05, -0.03, -0.04], [0.07, -0.07, -0.10], [-0.05, 0.20, 0.10], [-0.03, -0.17, -0.15], [0.02, -0.11, 0.02], [-0.01, 0.01, -0.03], [-0.03, 0.00, -0.03], [0.03, 0.03, 0.01], [0.02, 0.02, 0.00], [-0.01, 0.01, 0.02], [0.06, -0.11, 0.10], [-0.08, -0.07, -0.03], [0.00, -0.02, -0.01], [0.07, 0.00, -0.03], [-0.02, 0.00, 0.03], [0.06, -0.04, -0.04], [-0.02, 0.06, -0.05], [-0.01, 0.01, -0.08], [-0.01, 0.01, -0.02], [-0.04, -0.04, -0.01], [0.01, -0.02, 0.00], [-0.02, -0.01, 0.00], [0.02, 0.03, 0.03], [0.01, -0.03, 0.00], [-0.01, 0.00, -0.03], [-0.03, 0.01, 0.03], [0.01, -0.02, -0.01], [0.01, 0.03, 0.03], [-0.01, 0.02, -0.04], [0.00, -0.04, 0.01], [0.00, 0.00, -0.02], [-0.08, 0.06, 0.05], [-0.01, -0.03, 0.01], [0.03, 0.01, 0.02], [0.00, 0.01, -0.03], [-0.12, 0.06, 0.09], [0.00, 0.01, -0.02], [-0.02, 0.02, 0.02], [-0.03, 0.04, -0.13], [0.04, -0.03, 0.00], [0.02, 0.03, 0.02], [0.00, 0.01, 0.02], [0.02, 0.02, 0.01], [0.03, -0.04, -0.01], [-0.02, 0.01, -0.03], [0.02, -0.04, 0.00], [0.02, 0.03, 0.02], [-0.01, 0.05, 0.08], [0.04, -0.05, -0.11], [0.11, 0.08, 0.01], [0.15, 0.06, 0.07], [-0.37, -0.14, -0.09], [-0.04, -0.03, 0.06], [0.01, 0.02, -0.01], [-0.02, 0.00, -0.02], [-0.07, -0.05, -0.01]], "relative_energy_kcal_mol": 31.6, "e_lumo_ev": [-0.8, -1.8], "multiplicity": 2, "e_homo_ev": [-7.73, -7.71]}

[2]
{"formula": "C4H10N2S", "method": "the ωB97M-V functional and the def2-TZVPD basis", "species": ["C", "C", "C", "C", "H", "H", "H", "H", "H", "H", "H", "H", "H", "H", "N", "N", "S"], "xyz": [[0.5317, 1.0010, 2.3272], [-0.0986, 0.8668, -0.3325], [-1.4229, -1.8923, -1.1284], [0.9316, -2.0445, -1.4678], [-0.3008, 0.3039, 2.4672], [0.6347, 1.6155, 3.2179], [1.4133, 0.4625, 2.0796], [-0.4075, 1.2502, -1.2765], [-1.5813, -2.5400, -1.9893], [-1.4077, -2.5010, -0.2078], [-2.1812, -1.2331, -0.9952], [1.8313, -1.4592, -1.5173], [1.0026, -2.7053, -0.5650], [0.7664, -2.6742, -2.3828], [0.0701, -0.3962, -0.1171], [-0.1902, -1.1434, -1.3302], [0.0888, 2.0420, 0.9319]], "forces_ev_per_angstrom": [[-1.26, -0.06, -0.10], [0.34, -1.82, 1.55], [2.17, -1.80, 0.12], [-0.51, -1.28, 0.01], [0.30, -0.02, 0.12], [0.14, 0.12, -0.15], [0.77, -0.45, 0.05], [-0.15, 0.31, -0.79], [-0.13, 0.07, 0.00], [0.29, -0.13, -0.15], [-2.49, 1.99, 0.04], [0.47, 0.07, -0.32], [0.05, 0.22, -0.59], [0.39, 0.60, 0.80], [-0.37, 1.55, -0.54], [-0.03, 0.06, 0.10], [0.03, 0.54, -0.16]], "relative_energy_kcal_mol": 39.0, "smiles": "CS/C=N/N(C)C", "e_lumo_ev": 0.9, "e_homo_ev": -8.51}

[3]
{"formula": "H32NO14", "method": "the ωB97M-V functional and the def2-TZVPD basis", "species": ["N", "H", "H", "H", "H", "O", "H", "H", "O", "H", "H", "O", "H", "H", "O", "H", "H", "O", "H", "H", "O", "H", "H", "O", "H", "H", "O", "H", "H", "O", "H", "H", "O", "H", "H", "O", "H", "H", "O", "H", "H", "O", "H", "H", "O", "H", "H"], "xyz": [[0.1043, -0.2975, 0.0822], [-0.8727, -0.3695, -0.1568], [0.5913, -1.1395, -0.0718], [0.1333, -0.0475, 1.0772], [0.4593, 0.5215, -0.4328], [1.2743, 2.7475, -2.4108], [0.5273, 2.2105, -2.7158], [1.3103, 3.5245, -2.9278], [-3.5157, -2.1745, -0.4378], [-3.3187, -1.4235, -0.9518], [-3.1127, -1.8385, 0.4212], [3.4263, -0.5815, 0.4952], [2.9203, -0.8745, 1.2502], [3.7273, 0.2885, 0.6812], [1.3823, -2.8615, -1.4818], [0.9483, -3.2725, -2.1888], [1.8833, -2.0745, -1.7858], [-2.7097, -0.8735, 1.6252], [-3.5677, -0.5755, 1.8462], [-2.2397, -1.2655, 2.3622], [2.5863, -0.4265, -2.1888], [2.8813, 0.3215, -2.7428], [3.1523, -0.3425, -1.4308], [2.1273, 1.4765, 2.2752], [2.2023, 1.5745, 3.2292], [2.9263, 1.8995, 1.9802], [-2.5357, 2.3685, 0.2272], [-2.9917, 3.0685, 0.7262], [-2.2467, 1.8025, 0.9822], [1.6683, -1.7875, 2.1292], [1.5923, -2.7485, 2.1042], [1.6783, -1.4625, 3.0292], [-0.3157, 0.5005, -3.0068], [0.0863, 0.0565, -3.7228], [-1.1827, 0.1815, -3.0098], [-1.1717, 1.3775, 2.6252], [-1.3917, 0.5055, 3.0262], [-0.2697, 1.5505, 2.9572], [-2.8817, 0.3525, -1.7268], [-3.4167, 0.5385, -2.5228], [-3.0057, 1.1445, -1.1558], [-0.7217, -3.1735, 0.5512], [-1.3727, -3.5525, -0.0078], [-0.0217, -3.3375, -0.0218], [0.7683, 3.0385, 0.5442], [1.2533, 2.4925, 1.1462], [1.2503, 2.9575, -0.2768]], "forces_ev_per_angstrom": [[-0.74, 2.64, 0.80], [-0.61, -0.46, -0.31], [0.83, -1.42, -0.57], [0.11, -0.18, -0.24], [0.23, -0.49, -0.15], [0.20, -1.42, 1.06], [0.00, 0.05, -0.06], [-0.06, 1.28, -0.87], [0.49, -1.03, 2.17], [0.07, 1.50, -1.67], [-0.80, -1.15, -1.33], [0.23, -0.54, -1.16], [-0.40, -0.39, 0.49], [0.51, 0.96, 0.33], [0.97, 1.26, 2.20], [-0.71, -0.66, -1.84], [-0.33, -0.55, -0.41], [2.06, 0.24, -0.37], [-1.45, 0.36, 0.86], [-0.48, -0.35, 0.29], [-0.06, 0.80, -1.01], [-0.49, -0.53, 0.04], [0.47, -0.30, 1.09], [-0.18, -0.61, 0.74], [-0.10, 0.02, 0.27], [0.67, 0.41, -0.38], [-0.28, -0.46, 1.26], [0.12, -0.05, -0.62], [0.14, 0.46, -0.74], [-0.21, 0.36, -0.41], [-0.03, 0.04, 0.34], [0.02, -0.48, 0.37], [1.45, 1.25, 0.98], [1.07, -0.70, -1.23], [-2.48, -0.50, 0.44], [0.71, -1.26, 0.70], [-0.01, 1.07, -0.35], [-0.61, 0.31, -0.30], [-0.38, 0.53, -0.46], [0.22, -0.19, 0.60], [0.19, -0.21, -0.13], [-0.87, 0.74, 1.79], [-2.15, -0.39, -0.36], [3.05, -0.16, -1.35], [-0.58, 0.19, -0.33], [0.19, -0.26, 0.74], [0.01, 0.29, -0.92]], "relative_energy_kcal_mol": 11.0, "e_lumo_ev": -3.3, "total_charge": 1, "e_homo_ev": -12.98}